A cluster of 14 separate species, C6H42N2O13 in total at a distorted geometry. Source: the OMol25 dataset; level of theory: ωB97M-V with the def2-TZVPD basis set.

CARTESIAN COORDINATES (ANGSTROEM)
C 0.62987 -0.64894 -1.38375
N -0.15949 0.51886 -0.95206
C -0.73327 0.57743 0.36125
C -1.91643 1.53861 0.45019
N -1.42569 2.92726 0.39019
C 2.13816 -0.27256 -1.33532
C 2.81364 -1.62981 0.64372
C 2.69858 -0.21224 0.06193
H 0.34181 -1.49926 -0.77456
H 0.32336 -0.76661 -2.41775
H 0.30729 1.38911 -1.17203
H -0.03257 0.85127 1.16640
H -1.12460 -0.40365 0.66019
H -2.42124 1.32945 -0.50109
H -2.53421 1.42608 1.33787
H -2.16819 3.55217 0.73269
H -0.73938 3.09381 1.12393
H 2.72373 -1.00548 -1.87431
H 2.01781 0.66318 -1.88568
H 3.03717 -1.70405 1.70978
H 1.85778 -2.15039 0.53522
H 3.55817 -2.21285 0.12720
H 3.73004 0.13905 0.04827
H 2.30787 0.43042 0.85370
H -0.75914 -4.24980 1.09441
H -0.90052 -3.61718 -0.28090
O -0.32814 -3.61127 0.52236
H -1.92112 -3.47679 -2.44346
H -0.96798 -4.68117 -2.29057
O -1.49230 -4.06368 -1.76615
H -0.71950 0.63637 -3.15036
H -0.51173 -0.03480 -4.46580
O -1.10625 -0.04987 -3.71756
H -0.17983 -1.55517 5.19549
H 1.28231 -1.31832 4.85690
O 0.46030 -0.85574 4.98631
H 0.97318 3.09625 -0.53235
H 1.07952 3.51454 -1.94391
O 1.61632 3.03777 -1.28784
H -4.50511 -0.86033 -0.42954
H -2.99460 -0.60355 -0.80279
O -3.67362 -1.27307 -0.68775
H -1.32630 2.04892 -1.94038
H -1.21711 3.40759 -2.69668
O -0.87195 2.50385 -2.65409
H -3.01982 -1.90436 1.88380
H -1.74264 -2.01366 2.89005
O -2.72123 -2.12334 2.76281
H 0.17563 -1.09028 2.72381
H 0.04354 -2.30240 1.83160
O 0.15191 -2.06178 2.76884
H -2.14709 -1.43289 -3.32738
H -3.23229 -2.15867 -2.24175
O -2.72056 -2.18903 -3.07841
H 3.41485 2.40660 -1.58629
H 4.65829 1.48864 -1.00241
O 4.19664 2.33733 -1.00694
H -0.22034 3.32620 3.26123
H -0.40000 1.97054 3.72592
O -0.93078 2.66392 3.31081
H 2.54692 3.80754 1.09776
H 2.29063 2.35027 0.91697
O 2.48968 2.99998 1.59829

HOMO energy   -9.13 eV
Frontier orbital gap   9.22 eV
Relative energy (zero: lowest compared OMol25 entry of this formula, charge and spin)   2.757 eV

Mulliken atomic charges, in units of e: -0.533, 1.268, -0.221, -1.572, -0.384, -0.463, -1.541, 0.565, -0.373, 0.570, 0.254, 0.035, 0.183, 0.585, 0.382, 0.313, 0.083, 0.351, 0.288, 0.365, 0.256, 0.433, -0.020, -0.237, 0.291, 0.333, -0.652, 0.465, 0.283, -0.681, 0.433, 0.289, -0.715, 0.322, 0.313, -0.649, 0.146, 0.250, -0.574, 0.302, 0.351, -0.756, 0.064, 0.355, -0.759, 0.313, 0.384, -0.666, 0.548, 0.227, -0.727, 0.368, 0.334, -0.837, 0.323, 0.307, -0.597, 0.325, 0.291, -0.626, 0.391, 0.305, -0.657

A cluster of 16 separate species, C6H43F3O16P3S2 in total at a distorted geometry. Source: the OMol25 dataset; level of theory: ωB97M-V with the def2-TZVPD basis set.

CARTESIAN COORDINATES (ANGSTROEM)
O -1.25054 -2.98474 2.19112
C -1.92308 -1.79115 1.63995
C -0.91657 -0.56120 1.87679
P -1.02985 0.82314 0.60783
C -2.71885 1.63793 0.44790
C -3.91718 0.88372 1.19702
C -4.72658 -0.02853 0.15998
F -4.14725 -0.46321 -1.06856
C -6.06493 -0.42523 0.38106
F -6.67296 -0.31552 1.64543
F -6.87181 -0.99248 -0.63031
P -0.32869 0.30134 -1.39354
S -1.16145 -1.32778 -2.10156
P 0.33200 2.42168 1.33930
S -0.50789 3.50003 2.73129
H -1.77784 -3.32020 2.95598
H -2.14779 -2.01898 0.54947
H -2.89579 -1.70306 2.23989
H -1.01684 -0.19332 2.96395
H 0.15553 -0.98421 1.79940
H -2.99615 1.70114 -0.68164
H -2.66398 2.73440 0.79752
H -4.67064 1.70511 1.52969
H -3.60997 0.34308 2.14706
H -0.62102 1.44668 -2.23422
H 1.11110 0.20039 -1.31641
H 1.44086 1.70115 1.93256
H 0.74137 3.15299 0.18013
O 1.62047 2.04273 -3.00852
H 1.06489 1.62388 -3.68186
H 2.41416 2.30535 -3.49173
O 3.51735 0.86288 -5.08518
H 4.06273 0.60715 -4.32955
H 3.83490 0.29807 -5.80077
O -4.84446 2.83680 3.23118
H -4.09330 3.37134 3.51983
H -5.56640 3.11953 3.80679
O -3.48451 3.36816 -1.61501
H -4.39161 3.69619 -1.55922
H -3.15016 3.74664 -2.43846
O 0.73265 -1.92437 4.77563
H 0.17488 -2.33829 4.10545
H 1.52388 -1.66202 4.28947
O 3.54158 -1.61580 -6.97766
H 2.83169 -1.15978 -7.44579
H 3.27145 -2.54365 -6.98944
O 6.70244 -2.17627 -7.08213
H 5.79466 -1.84996 -7.02648
H 7.03683 -1.79770 -7.90448
O 3.40848 3.05133 1.66126
H 3.83016 3.58351 0.97491
H 4.14022 2.78311 2.23106
O 1.41107 -2.62167 -4.50383
H 2.15782 -2.08382 -4.21320
H 0.68497 -2.34480 -3.92891
O 0.42772 1.31554 -5.62965
H -0.12781 0.89605 -6.29764
H 1.22209 1.57595 -6.11357
O 1.31499 -2.84981 7.97167
H 0.40810 -2.52391 8.03186
H 1.64514 -2.46926 7.14799
O -0.45610 -5.02671 8.71191
H -0.03542 -4.49399 8.02422
H 0.27645 -5.29418 9.27895
O 0.51189 -4.91658 1.13472
H 1.09686 -4.56902 0.45113
H -0.07618 -4.17545 1.34320
O -0.72259 5.61055 5.81634
H -0.18045 5.35972 6.57405
H -0.40046 5.04878 5.10161
O 5.82862 -0.65063 -4.59783
H 5.27497 -1.06900 -5.26736
H 6.62217 -0.38973 -5.08206

HOMO energy   -12.23 eV
Total charge   +1
Frontier orbital gap   8.68 eV

Mulliken atomic charges, in units of e: -0.533, -0.254, -0.663, 0.168, -0.846, -0.479, 0.219, -0.240, 0.151, -0.199, -0.204, 0.249, -0.356, 0.156, -0.331, 0.315, 0.083, 0.310, 0.508, 0.420, 0.541, 0.464, 0.441, 0.394, 0.165, 0.212, 0.152, 0.182, -0.602, 0.381, 0.248, -0.508, 0.365, 0.242, -0.569, 0.277, 0.273, -0.550, 0.277, 0.255, -0.614, 0.317, 0.307, -0.594, 0.294, 0.297, -0.622, 0.315, 0.321, -0.581, 0.297, 0.291, -0.596, 0.308, 0.267, -0.604, 0.279, 0.289, -0.661, 0.335, 0.302, -0.646, 0.351, 0.317, -0.647, 0.295, 0.372, -0.608, 0.313, 0.273, -0.644, 0.192, 0.367

A cluster of 2 separate species, C6H4BrF4O2 in total at a distorted geometry. Source: the OMol25 dataset; level of theory: ωB97M-V with the def2-TZVPD basis set.

CARTESIAN COORDINATES (ANGSTROEM)
C -0.48714 -0.03783 -2.13189
C 0.43385 -1.36416 1.05739
C -0.38230 0.54899 -0.58868
C 1.46434 -2.00188 1.57527
C -1.68543 0.73040 0.12210
C 0.71910 1.51830 -0.34412
O -0.93776 1.00317 -2.65579
O -0.23560 -1.17138 -2.37078
F 1.21871 -3.25979 2.14386
F 0.59124 2.86713 -0.70753
F 0.97843 1.48614 0.98414
F 1.90083 1.17080 -0.96356
Br 3.28019 -1.60366 1.87238
H -0.56201 -1.97562 1.13526
H -1.72065 1.50133 0.85835
H -2.02808 -0.31278 0.58188
H -2.54772 0.90084 -0.56829

HOMO energy (spin up / spin down)   -4.83 / -4.86 eV
Total charge   -1
Frontier orbital gap (spin up / spin down)   7.36 / 7.40 eV

Mulliken atomic charges, in units of e: 0.242, 0.026, 0.777, -0.015, -1.169, 0.698, -0.626, -0.608, -0.290, -0.289, -0.215, -0.282, -0.188, 0.062, 0.324, 0.207, 0.345

A structure of composition C6H4CdNO2Se4. Source: the OMol25 dataset; level of theory: ωB97M-V with the def2-TZVPD basis set.

CARTESIAN COORDINATES (ANGSTROEM)
Cd 0.21333 -0.33572 0.05965
Se -1.36094 -2.35666 0.67342
Se 0.08594 -4.14368 0.95960
Se 2.39296 -3.49303 0.59873
Se 2.58693 -1.23993 0.05625
O 0.17010 3.85880 -0.91571
C -0.04170 2.68659 -0.62301
O 0.80496 1.74643 -0.47962
C -1.51051 2.30327 -0.40155
C -2.51638 3.25353 -0.53301
C -3.82779 2.86720 -0.32499
C -4.10259 1.54707 0.00787
C -3.04730 0.66426 0.11916
N -1.77998 1.03746 -0.08184
H -2.22875 4.26218 -0.79433
H -4.63401 3.58531 -0.42020
H -5.11420 1.20303 0.17908
H -3.20535 -0.37539 0.37606

HOMO energy   -3.56 eV
Total charge   -1
Frontier orbital gap   6.18 eV

Mulliken atomic charges, in units of e: 0.776, -0.334, -0.198, -0.187, -0.336, -0.695, 0.404, -0.706, 0.341, -0.421, -0.178, -0.686, -0.019, -0.121, 0.437, 0.398, 0.359, 0.165

A cluster of 3 separate species, C6H4Cl2NO4S in total at a distorted geometry. Source: the OMol25 dataset; level of theory: ωB97M-V with the def2-TZVPD basis set.

CARTESIAN COORDINATES (ANGSTROEM)
C -1.13924 -0.34621 -0.04703
C 0.19350 -0.37276 -0.16498
C -1.95662 0.87532 -0.36798
C -1.49016 2.06584 -0.99719
C 1.00199 0.61832 -0.79437
C 1.77150 1.47947 -1.21965
N -3.23847 0.65994 -0.03360
O -3.48744 -0.07510 0.87713
O 0.38808 3.23829 1.24479
O -4.10762 1.32577 -0.54130
O 2.78840 2.81706 1.58759
S 1.74842 3.33973 0.76920
Cl -2.11378 3.63279 -0.74942
Cl 1.61411 -1.44028 -2.39541
H -1.72828 -1.25210 0.23873
H 0.73136 -1.24632 0.15045
H -0.55277 2.03639 -1.40768
H 2.28889 2.21638 -1.74874

HOMO energy (spin up / spin down)   -4.31 / -4.31 eV
Total charge   -1
Frontier orbital gap (spin up / spin down)   5.71 / 5.71 eV
Relative energy (zero: lowest compared OMol25 entry of this formula, charge and spin)   0.506 eV

Mulliken atomic charges, in units of e: -0.190, -0.602, 0.621, -0.650, -0.439, -0.366, 0.952, -0.616, -0.381, -0.612, -0.404, 0.680, -0.135, -0.768, 0.321, 0.430, 0.576, 0.583

The molecule C6H4ClF. Source: the OMol25 dataset; level of theory: ωB97M-V with the def2-TZVPD basis set.

CARTESIAN COORDINATES (ANGSTROEM)
F -2.46653 -1.40574 -0.00050
C -1.49077 -0.48061 0.00472
C -1.83296 0.85850 -0.00198
C -0.80396 1.79662 0.00299
C 0.53313 1.40734 -0.00027
C 0.83037 0.05242 0.00140
Cl 2.49482 -0.46049 -0.00070
C -0.17353 -0.91334 -0.00470
H -2.89190 1.14553 -0.01412
H -1.06143 2.84660 0.00039
H 1.32630 2.13619 0.00115
H 0.04019 -1.97388 0.01600

Structure (SMILES)   Fc1cccc(Cl)c1
HOMO energy   -9.44 eV
Frontier orbital gap   10.43 eV
Relative energy (zero: lowest compared OMol25 entry of this formula, charge and spin)   0.000 eV

Mulliken atomic charges, in units of e: -0.300, 0.494, -0.576, -0.187, -0.654, 0.472, -0.211, -0.612, 0.389, 0.350, 0.415, 0.421

A cluster of 2 separate species, C6H4F4N2O in total at a distorted geometry. Source: the OMol25 dataset; level of theory: ωB97M-V with the def2-TZVPD basis set.

CARTESIAN COORDINATES (ANGSTROEM)
C -0.02017 -0.62359 0.21702
C -1.30105 -0.17223 0.26667
C -0.09078 -2.00659 0.23779
C 2.74202 0.42823 -0.75214
C 1.72402 0.68975 0.21469
C -1.73761 1.27337 0.18969
N -1.31118 -2.46256 0.17395
N -2.08729 -1.28413 0.24652
O 1.83015 1.52845 -0.83393
F 0.94344 -2.84789 0.19000
F 1.73481 1.12730 1.47810
F -3.04636 1.56858 0.51565
F -1.54724 1.77039 -1.00287
H 3.80816 0.77917 -0.56971
H 2.55765 -0.38864 -1.57257
H -1.06204 1.95932 0.90273
H -3.13656 -1.33894 0.09840

HOMO energy   -9.93 eV
Frontier orbital gap   10.42 eV
Relative energy (zero: lowest compared OMol25 entry of this formula, charge and spin)   2.004 eV

Mulliken atomic charges, in units of e: 0.552, -0.379, 0.220, -0.387, 0.593, 0.360, -0.770, 0.229, -0.330, -0.253, -0.207, -0.295, -0.231, 0.265, 0.230, 0.133, 0.270

A structure of composition C6H4I2O2 at a distorted geometry. Source: the OMol25 dataset; level of theory: ωB97M-V with the def2-TZVPD basis set.

CARTESIAN COORDINATES (ANGSTROEM)
C -1.63846 -0.50757 -0.72800
C -0.52117 -1.21165 -0.35181
C -1.28888 0.16617 -1.89179
C 0.42048 -1.09637 -1.45556
C 1.68861 -1.69986 -1.51077
C 3.10113 0.02851 1.41978
O 2.72120 -2.19884 -1.35250
O -0.09958 -0.17022 -2.32045
I 1.41497 -0.27436 2.65758
I 4.16367 -1.70738 0.84817
H -2.42856 -0.19727 -0.02789
H -0.35786 -1.88102 0.51868
H -1.72046 0.82978 -2.61271
H 3.80489 0.81416 1.82262

HOMO energy (spin up / spin down)   -6.15 / -8.22 eV
Frontier orbital gap (spin up / spin down)   4.99 / 8.12 eV
Relative energy (zero: lowest compared OMol25 entry of this formula, charge and spin)   3.914 eV

Mulliken atomic charges, in units of e: -0.774, -0.218, -0.165, 0.364, 0.287, -0.580, -0.401, -0.342, 0.078, 0.092, 0.324, 0.519, 0.452, 0.364

A cluster of 2 separate species, C6H4N4O2 in total at a distorted geometry. Source: the OMol25 dataset; level of theory: ωB97M-V with the def2-TZVPD basis set.

CARTESIAN COORDINATES (ANGSTROEM)
C -1.93508 3.12218 -0.68435
C 0.55815 -1.45386 -0.25943
C -0.71511 -1.29538 0.35889
C 1.20763 -0.28483 -0.65606
C -0.30645 0.86987 0.26420
C -1.45396 3.16976 0.60663
N -2.54310 3.04548 -1.65250
N -1.10938 -0.03458 0.61202
N 0.80034 0.93400 -0.38072
N -2.19297 2.46430 1.64057
O -1.73752 2.65594 2.77118
O -3.13908 1.71867 1.36222
H 0.87822 -2.54455 -0.41153
H -1.32003 -2.24258 0.58960
H 2.19773 -0.25905 -1.33680
H -0.54692 3.60513 0.79416

HOMO energy (spin up / spin down)   -9.67 / -9.20 eV
Frontier orbital gap (spin up / spin down)   8.61 / 7.13 eV
Relative energy (zero: lowest compared OMol25 entry of this formula, charge and spin)   8.319 eV

Mulliken atomic charges, in units of e: 0.596, -0.284, -0.112, -0.040, 0.428, -0.742, -0.437, -0.236, -0.437, 0.967, -0.618, -0.491, 0.280, 0.324, 0.311, 0.492